No. 1
The following is a DFT calculation (the ωB97M-V functional and the def2-TZVPD basis) of C54H51AlI2NO31 as an isolated structure.

Atoms and positions in Å:
C (2.6165, 1.0113, 9.3279)
C (2.8501, 0.2150, 7.9991)
O (2.6047, -1.1607, 8.1640)
C (1.1719, -1.4615, 8.2408)
C (0.7894, -2.4153, 7.1071)
Al (-1.2434, -2.6792, 6.8863)
C (-1.5636, -4.5372, 7.7658)
C (-3.0125, -4.7115, 8.0507)
O (-3.8760, -4.9541, 7.2292)
C (-2.1896, -1.3520, 8.0555)
C (-3.3165, -0.4486, 7.4940)
C (-2.7773, 0.8415, 6.8660)
N (-3.7090, 1.9287, 6.8475)
O (-1.6542, 0.9782, 6.4605)
C (-1.7275, -2.9232, 4.9304)
I (-3.3931, -1.7942, 4.1053)
C (-0.5736, -2.7557, 3.8787)
C (-0.0163, -1.3301, 3.7374)
I (0.9291, -4.2944, 4.0683)
H (1.7304, 1.6478, 9.1951)
H (2.3801, 0.3123, 10.1381)
H (3.4957, 1.6208, 9.5660)
H (2.2321, 0.6698, 7.2058)
H (3.8951, 0.3074, 7.6685)
H (0.6558, -0.4991, 8.1184)
H (0.9750, -1.8960, 9.2318)
H (1.2714, -3.3850, 7.3299)
H (1.2663, -2.0611, 6.1816)
H (-1.0304, -4.5038, 8.7317)
H (-1.1569, -5.3451, 7.1433)
H (-3.3193, -4.5658, 9.1187)
H (-1.4704, -0.6596, 8.5259)
H (-2.6390, -1.8805, 8.9181)
H (-3.9156, -0.0879, 8.3594)
H (-4.0469, -0.9447, 6.8461)
H (-3.8805, 2.2249, 5.8895)
H (-4.6006, 1.5758, 7.1940)
H (-2.0423, -3.9696, 4.7884)
H (-1.0389, -2.9851, 2.9095)
H (0.8668, -1.3876, 3.0769)
H (-0.7414, -0.7088, 3.1990)
H (0.3107, -0.8693, 4.6737)
C (-0.1500, 0.7218, -1.5052)
C (-0.6662, -0.0327, -0.5279)
C (-0.4010, -1.5055, -0.4507)
O (-0.8929, -2.1266, 0.4701)
C (0.4220, -2.1146, -1.4874)
C (0.9329, -1.3617, -2.4685)
C (0.6904, 0.1176, -2.5321)
O (1.2000, 0.7593, -3.4319)
O (1.6817, -1.8807, -3.4469)
O (-1.4446, 0.4698, 0.4323)
H (-0.3316, 1.7856, -1.5708)
H (0.5900, -3.1810, -1.4290)
H (1.8982, -1.1374, -4.0467)
H (-1.6810, -0.2799, 1.0158)
C (2.6296, -7.3667, 2.2890)
C (3.2790, -7.5054, 3.4524)
C (4.4239, -8.4616, 3.6086)
O (4.9845, -8.5296, 4.6861)
C (4.8089, -9.2700, 2.4566)
C (4.1580, -9.1322, 1.2975)
C (3.0293, -8.1586, 1.1350)
O (2.4959, -8.0769, 0.0431)
O (4.4655, -9.8460, 0.2094)
O (2.9540, -6.8061, 4.5404)
H (1.8044, -6.6778, 2.1656)
H (5.6251, -9.9672, 2.5838)
H (3.8451, -9.5469, -0.4827)
H (3.5741, -7.0889, 5.2386)
C (-5.3837, -0.0676, -3.3184)
C (-4.1989, -0.6523, -3.0979)
C (-3.0604, -0.5094, -4.0641)
O (-1.9986, -1.0378, -3.8019)
C (-3.2795, 0.2650, -5.2802)
C (-4.4627, 0.8447, -5.4974)
C (-5.5925, 0.7276, -4.5210)
O (-6.6375, 1.2982, -4.7775)
O (-4.7133, 1.5712, -6.5950)
O (-3.9565, -1.3891, -2.0142)
H (-6.2107, -0.1591, -2.6286)
H (-2.4540, 0.3507, -5.9737)
H (-5.6327, 1.8861, -6.4992)
H (-3.0330, -1.6953, -2.0926)
C (-2.3909, 3.7388, -7.7489)
C (-2.7651, 4.6838, -8.6178)
C (-1.8834, 5.8525, -8.9408)
O (-2.2775, 6.6679, -9.7545)
C (-0.5984, 5.9558, -8.2601)
C (-0.2248, 5.0117, -7.3881)
C (-1.0964, 3.8298, -7.0861)
O (-0.6880, 2.9954, -6.3002)
O (0.9382, 5.0571, -6.7354)
O (-3.9407, 4.6517, -9.2537)
H (-3.0156, 2.8902, -7.5066)
H (0.0219, 6.8109, -8.4884)
H (0.9605, 4.2605, -6.1704)
H (-3.9569, 5.4460, -9.8203)
C (5.2634, -0.3671, -7.5541)
C (4.2790, -0.8436, -6.7821)
C (2.9519, -0.1491, -6.6840)
O (2.0887, -0.6381, -5.9794)
C (2.7576, 1.0813, -7.4337)
C (3.7401, 1.5670, -8.2048)
C (5.0619, 0.8532, -8.3196)
O (5.9061, 1.3290, -9.0547)
O (3.5884, 2.6994, -8.9009)
O (4.4134, -1.9575, -6.0628)
H (6.2224, -0.8588, -7.6379)
H (1.8007, 1.5756, -7.3371)
H (4.4194, 2.8901, -9.3937)
H (3.5641, -2.0922, -5.6001)
C (-8.5808, 4.3611, 10.0252)
C (-7.9830, 4.2973, 11.2195)
C (-6.8544, 3.3476, 11.4893)
O (-6.3469, 3.3562, 12.5950)
C (-6.4278, 2.4613, 10.4142)
C (-7.0280, 2.5232, 9.2203)
C (-8.1397, 3.4891, 8.9429)
O (-8.6310, 3.5052, 7.8300)
O (-6.6776, 1.7341, 8.2017)
O (-8.3455, 5.0702, 12.2475)
H (-9.3935, 5.0433, 9.8195)
H (-5.6228, 1.7702, 10.6228)
H (-7.2624, 1.9816, 7.4600)
H (-7.7527, 4.8244, 12.9833)
C (8.8358, 3.7796, -12.1561)
C (7.8511, 3.2823, -11.3937)
C (6.5162, 3.9732, -11.3007)
O (5.6611, 3.4642, -10.6044)
C (6.3204, 5.2133, -12.0373)
C (7.3094, 5.7030, -12.7932)
C (8.6326, 5.0068, -12.9108)
O (9.4803, 5.5023, -13.6309)
O (7.1878, 6.8343, -13.4891)
O (8.0093, 2.1594, -10.6868)
H (9.7999, 3.2980, -12.2375)
H (5.3622, 5.7053, -11.9460)
H (8.0420, 6.9570, -13.9464)
H (7.1736, 1.9605, -10.2008)

Summary:
charge = -1
largest force on an atom = 1.92 eV/Å
LUMO level = -0.910 eV
energy = -144585.0890 eV
Kohn-Sham gap = 4.45 eV
E_HOMO = -5.3563 eV

No. 2
The following is a DFT calculation (the ωB97M-V functional and the def2-TZVPD basis) of C54H52ClCoN6O3Si as an isolated structure.

Atoms and positions in Å:
Co (-0.6019, 0.2431, -1.0177)
O (1.4589, -1.9279, 1.6695)
C (1.3832, -1.1667, 0.6789)
N (0.5939, -0.0907, 0.5851)
C (-0.0129, 0.3278, 1.8288)
C (-1.2688, 1.1260, 1.6064)
C (-1.8251, 1.8800, 2.6349)
C (-2.9992, 2.5693, 2.4178)
C (-3.5986, 2.4995, 1.1661)
C (-2.9732, 1.7581, 0.1860)
N (-1.8419, 1.0805, 0.3961)
C (2.2966, -1.3855, -0.4931)
C (3.5393, -1.9221, -0.2770)
C (4.5573, -1.8543, -1.2344)
C (4.2914, -1.1398, -2.4364)
C (3.0537, -0.6501, -2.6782)
N (2.0134, -0.8460, -1.7712)
H (0.6827, 0.9551, 2.4038)
H (-0.2427, -0.5243, 2.4878)
H (-1.3187, 1.9254, 3.5920)
H (-3.4400, 3.1622, 3.2112)
H (-4.5172, 3.0304, 0.9485)
H (-3.3848, 1.6932, -0.8161)
H (3.7114, -2.3580, 0.6990)
H (5.5381, -2.2702, -1.0375)
H (5.0765, -0.9555, -3.1611)
H (2.7896, -0.0880, -3.5635)
O (-0.1400, 2.0177, -1.7246)
Si (0.7266, 3.3120, -1.5036)
C (0.3724, 4.5925, -2.8576)
C (0.6521, 5.9543, -2.6880)
C (0.3971, 6.8775, -3.6973)
C (-0.1514, 6.4528, -4.9026)
C (-0.4492, 5.1075, -5.0876)
C (-0.1906, 4.1916, -4.0727)
C (0.3866, 4.2498, 0.1223)
C (-0.9281, 4.6413, 0.4063)
C (-1.2508, 5.3348, 1.5660)
C (-0.2555, 5.6560, 2.4822)
C (1.0590, 5.2879, 2.2209)
C (1.3731, 4.5972, 1.0528)
C (2.5932, 3.0143, -1.4652)
C (3.1158, 2.0657, -0.5755)
C (4.4846, 1.8792, -0.4385)
C (5.3678, 2.6424, -1.1934)
C (4.8732, 3.5746, -2.0992)
C (3.4989, 3.7545, -2.2331)
H (1.0738, 6.2978, -1.7460)
H (0.6201, 7.9272, -3.5436)
H (-0.3506, 7.1692, -5.6921)
H (-0.8877, 4.7757, -6.0219)
H (-0.4366, 3.1409, -4.2095)
H (-1.7119, 4.4034, -0.3101)
H (-2.2786, 5.6265, 1.7573)
H (-0.5040, 6.1878, 3.3944)
H (1.8419, 5.5463, 2.9250)
H (2.4067, 4.3232, 0.8641)
H (2.4299, 1.4494, 0.0081)
H (4.8628, 1.1263, 0.2445)
H (6.4382, 2.5104, -1.0825)
H (5.5588, 4.1599, -2.7021)
H (3.1263, 4.4812, -2.9493)
C (0.6927, -0.6258, -2.1755)
C (-0.0659, -0.8052, -3.1651)
C (-0.9078, -1.0517, -4.2583)
C (-1.6518, -2.2529, -4.3624)
C (-2.4472, -2.5026, -5.4672)
C (-2.5489, -1.5760, -6.5024)
C (-1.8481, -0.3729, -6.4024)
C (-1.0513, -0.1039, -5.3057)
H (-1.5735, -2.9794, -3.5616)
H (-2.9928, -3.4381, -5.5278)
H (-3.1636, -1.7848, -7.3701)
H (-1.9307, 0.3649, -7.1935)
H (-0.5173, 0.8353, -5.2235)
C (-6.9152, -3.2560, 3.5866)
C (-5.9617, -2.9101, 2.4253)
C (-6.3375, -1.4998, 1.9473)
C (-6.2813, -3.9329, 1.3226)
C (-4.4438, -3.0311, 2.8692)
O (-4.2974, -4.1888, 3.7071)
C (-3.8777, -1.7895, 3.5933)
C (-4.2557, -1.7260, 5.0904)
C (-4.2103, -0.3471, 5.7002)
C (-5.3490, 0.4537, 5.7124)
C (-5.3444, 1.7051, 6.3102)
C (-4.1785, 2.1649, 6.9011)
Cl (-4.1615, 3.7308, 7.6601)
C (-3.0294, 1.3946, 6.8985)
C (-3.0560, 0.1415, 6.3030)
C (-3.4336, -3.4519, 1.7725)
N (-3.0355, -2.5529, 0.6991)
C (-1.7823, -2.1390, 0.4672)
N (-1.7216, -1.5377, -0.7001)
C (-3.0070, -1.5726, -1.1423)
N (-3.8414, -2.1802, -0.3298)
H (-7.9372, -3.2507, 3.1994)
H (-6.8886, -2.5262, 4.3982)
H (-6.7258, -4.2524, 3.9892)
H (-7.3567, -1.5220, 1.5466)
H (-5.6808, -1.1424, 1.1554)
H (-6.3246, -0.7791, 2.7710)
H (-7.3577, -3.9175, 1.1273)
H (-6.0158, -4.9438, 1.6461)
H (-5.7758, -3.6989, 0.3894)
H (-4.7017, -4.0062, 4.5592)
H (-4.1784, -0.8766, 3.0778)
H (-2.7856, -1.8263, 3.5306)
H (-3.5767, -2.3750, 5.6476)
H (-5.2617, -2.1096, 5.2447)
H (-6.2659, 0.0893, 5.2556)
H (-6.2355, 2.3199, 6.3208)
H (-2.1243, 1.7709, 7.3596)
H (-2.1564, -0.4682, 6.3082)
H (-3.7616, -4.3968, 1.3467)
H (-2.5163, -3.6517, 2.3186)
H (-0.9286, -2.3447, 1.1134)
H (-3.3123, -1.1707, -2.0999)

Summary:
charge = -1
largest force on an atom = 1.86 eV/Å
LUMO level (alpha / beta) = 1.896 / 1.896 eV
2S+1 = 2
energy = -129953.4009 eV
relative energy (zero: lowest compared OMol25 entry of this formula, charge and spin) = 323.5 kJ/mol
Kohn-Sham gap (alpha / beta) = 3.73 / 3.81 eV
E_HOMO (alpha / beta) = -1.8344 / -1.9096 eV